No. 1
A molecular structure, C2N5, computed with wB97M-V/def2-TZVPD.

The geometry in XYZ format:
```
7
Properties=species:S:1:pos:R:3:forces:R:3
N -1.22241 -1.68051 -0.66563 -0.294 -0.747 -0.470
N -0.40855 -1.35918 -1.65415 -1.266 -2.204 -1.633
N 0.41327 -0.43378 -1.31928 1.953 2.594 0.590
N -0.93216 -0.93312 0.38378 -0.576 0.821 2.003
N 1.17896 2.62749 1.88215 0.530 1.400 0.962
C 0.84212 1.73164 1.25899 -1.430 -3.824 -2.591
C 0.01580 -0.22195 -0.09328 1.083 1.960 1.138
```
Positions in Å, forces in eV/Å.

Calculated values
orbital gap	8.89	eV
LUMO	0.0813	Eh
largest force on an atom	4.8	eV Å⁻¹
total charge	-1

=====

No. 2
3 unconnected molecules or ions with the total composition C2NO4, computed with wB97M-V/def2-TZVPD.

The geometry in XYZ format:
```
7
Properties=species:S:1:pos:R:3:forces:R:3
O 1.61571 0.94920 -1.63359 1.379 -0.183 -0.362
O -0.79343 -0.74020 3.11317 0.864 -0.266 -4.252
O -0.81891 -1.48945 -0.04205 -1.489 -1.139 -0.400
O -0.55816 1.53360 -1.24230 -1.268 0.363 0.120
N 0.39491 -0.50193 0.09533 1.318 0.296 0.685
C 0.51537 1.11109 -1.31901 -0.032 0.551 -0.433
C -0.35549 -0.86231 1.02846 -0.772 0.378 4.642
```
Positions in Å, forces in eV/Å.

Calculated values
orbital gap (alpha / beta)	8.62 / 8.62	eV
LUMO (alpha / beta)	0.1330 / 0.1330	Eh
largest force on an atom	4.7	eV Å⁻¹
total charge	-1

=====

No. 3
3 unconnected molecules or ions with the total composition C2O3S, computed with wB97M-V/def2-TZVPD.

The geometry in XYZ format:
```
6
Properties=species:S:1:pos:R:3:forces:R:3
S 1.87197 1.16119 -1.41414 -0.119 0.020 -0.012
O -0.24561 0.81148 1.61604 0.430 0.357 -0.017
O 0.41889 1.38303 -1.59458 0.106 -0.033 0.024
O 0.06963 -1.67968 -0.14641 -1.367 -0.211 0.099
C -1.05602 0.04312 1.51792 -0.543 0.750 0.993
C -1.05886 -1.71914 0.02117 1.493 -0.884 -1.087
```
Positions in Å, forces in eV/Å.

Calculated values
orbital gap (alpha / beta)	7.79 / 7.79	eV
LUMO (alpha / beta)	-0.0597 / -0.0597	Eh
largest force on an atom	2.0	eV Å⁻¹

=====

No. 4
3 unconnected molecules or ions with the total composition C2O5S, computed with wB97M-V/def2-TZVPD.

The geometry in XYZ format:
```
8
Properties=species:S:1:pos:R:3:forces:R:3
S -1.07655 -1.37314 -0.73066 1.885 0.216 0.184
O 1.26403 0.76434 1.28773 -1.299 0.891 0.754
O -0.02301 -1.11044 0.22433 -1.544 -1.300 0.461
O 2.48670 -0.19755 -0.35499 1.250 -1.381 -2.687
O -0.66969 -0.92182 -2.01774 -0.905 -0.098 -1.081
O -1.65243 1.70105 0.89831 2.397 4.867 3.523
C 1.74231 0.23696 0.38278 0.847 1.180 2.174
C -2.07137 0.90060 0.31024 -2.630 -4.375 -3.327
```
Positions in Å, forces in eV/Å.

Calculated values
orbital gap	10.73	eV
LUMO	-0.0520	Eh
largest force on an atom	6.5	eV Å⁻¹

=====

No. 5
A molecular structure, C2O5S, computed with wB97M-V/def2-TZVPD.

The geometry in XYZ format:
```
8
Properties=species:S:1:pos:R:3:forces:R:3
S 1.77811 -0.05514 -0.39592 -0.476 -0.501 -0.522
O 0.83464 -1.25090 -0.26928 -0.257 0.863 0.502
O -1.71552 -1.56083 0.09378 0.552 -0.156 0.347
O -1.93221 1.25057 0.04791 -0.800 0.743 0.142
O 0.28898 1.26764 -0.30708 1.167 0.381 -0.187
O 2.49825 0.29546 0.78005 -0.098 -0.222 0.312
C -0.91896 -0.75384 0.10641 0.427 -0.686 -0.790
C -0.83329 0.80705 -0.05587 -0.514 -0.422 0.197
```
Positions in Å, forces in eV/Å.

Calculated values
orbital gap	10.19	eV
LUMO	-0.0403	Eh
largest force on an atom	1.2	eV Å⁻¹